1.
Here is a cluster of 3 separate species, C34H69N2O2 in total at a distorted geometry from the Open Molecules 2025 dataset. Energies are from ωB97M-V with the def2-TZVPD basis set.

The calculation puts the HOMO energy (alpha / beta) at -0.067 / -0.067 Eh. Its total charge is -1. The spin multiplicity is 3. The calculated total energy comes out at -1596.6864 Eh. As for the orbital gap (alpha / beta): 0.1463 / 0.1334 hartree. The LUMO energy (alpha / beta) is 2.165 / 1.815 eV.

The geometry in XYZ format:
```
107
Properties=species:S:1:pos:R:3:forces:R:3:lowdin_charge:R:1
O 3.358201 1.214523 -3.717248 0.054 -0.173 0.059 -0.332
O -1.676918 0.986029 7.250816 -0.268 0.273 -0.161 -0.025
N 3.873069 2.507708 -3.988813 -0.431 -0.368 0.091 -0.176
N -0.987031 0.782501 6.186706 0.272 -0.586 1.068 -0.099
C 0.354601 2.634810 7.071537 -0.106 0.052 0.215 -0.048
C 4.897774 4.458618 -2.814738 0.075 0.055 0.012 -0.058
C -0.338476 -1.787509 -4.009484 -0.025 -0.093 0.038 -0.108
C 4.621193 2.938479 -2.788648 0.224 0.375 0.045 -0.540
C 5.990116 1.639319 -5.032348 0.169 -0.166 -0.007 -0.157
C -6.217875 -1.371102 -2.799803 0.165 -0.052 -0.007 -0.216
C 1.584195 -1.510219 -2.344122 -0.232 0.169 -0.159 -0.199
C -6.228031 0.060007 -2.262071 -0.026 0.215 -0.411 -0.292
C -0.280044 -1.571767 6.452671 0.269 0.030 0.261 -0.132
C 4.672071 2.404771 -5.225318 0.241 0.310 -0.209 -0.547
C 1.272747 0.311540 7.076500 -0.018 -0.293 0.157 -0.134
C 4.968842 3.795282 -5.820291 0.101 0.053 -0.004 -0.059
C -3.244200 -0.768120 0.899559 0.053 -0.258 -0.190 -0.185
C -0.145733 -2.567594 -0.659206 -0.112 0.175 0.896 -0.212
C 3.833216 1.672180 -6.265272 -0.049 -0.157 -0.238 -0.077
C 6.807714 2.156083 -3.852747 -0.050 -0.017 0.002 -0.196
C 0.405797 1.314940 6.312104 0.456 0.496 -0.636 -0.490
C -5.139319 0.916152 -2.838613 0.672 -0.518 1.064 0.031
C -0.853701 -0.691717 4.166514 0.210 0.107 -0.135 -0.036
C -5.429128 -3.192942 -1.147054 0.392 0.165 0.001 -0.206
C -2.371624 -1.614860 -0.025287 0.324 0.121 0.025 -0.220
C 0.940836 -2.395584 -3.410765 -0.308 0.265 -0.262 -0.263
C -1.042703 -2.133575 0.530965 -0.003 0.338 -0.461 -0.197
C 1.176368 -1.115592 6.537001 -0.062 0.062 -0.045 -0.172
C -4.126889 -1.528833 1.899403 -0.031 0.369 -0.006 -0.204
C 1.018072 1.615884 4.929472 -0.051 -0.072 -0.047 -0.026
C 3.737120 2.681764 -1.573919 -0.066 -0.049 0.290 -0.077
C 0.929940 -1.518878 -0.941435 0.440 -0.138 -0.148 -0.191
C -1.167967 -0.605955 5.666137 -0.264 -0.370 -0.892 -0.490
C -5.761450 -2.530729 0.203222 -0.394 -0.452 0.101 -0.182
C 5.945555 2.183420 -2.594417 0.161 -0.152 0.101 -0.158
C -5.056585 -2.243963 -2.285869 -0.294 0.048 -0.251 -0.210
C -4.776011 -2.799459 1.357105 0.255 0.254 -0.005 -0.204
C -2.629302 -1.008434 5.827669 -0.146 0.047 0.194 -0.045
H 0.970183 0.311226 8.128751 -0.086 0.042 -0.028 0.123
H -0.799207 -2.718923 -1.513872 0.085 -0.224 -0.130 0.075
H -0.341625 -2.558657 5.988680 -0.035 0.000 -0.038 0.124
H 1.722839 -1.694391 -0.209556 -0.006 0.148 0.115 0.105
H -2.776731 -1.988290 5.372437 0.045 -0.008 -0.052 0.084
H -7.164520 -1.876824 -2.597208 -0.079 0.045 0.089 0.105
H 0.207242 -0.627538 3.941885 -0.020 0.042 -0.007 0.062
H -0.552685 -1.294219 1.031535 0.066 -0.107 0.261 0.095
H 1.657104 -1.189453 5.558319 -0.021 0.021 -0.014 0.103
H -4.803317 1.736776 -2.209989 -0.330 0.380 -0.315 0.043
H -4.591175 -3.880518 -1.002451 -0.021 -0.074 0.026 0.098
H 1.649098 -2.504736 -4.232128 0.144 -0.059 0.068 0.100
H -3.863308 -0.128848 0.264481 -0.142 -0.022 0.026 0.095
H -0.298885 3.349289 6.569348 -0.003 -0.014 -0.014 0.094
H -4.935451 -0.855004 2.201664 0.015 0.043 0.123 0.109
H -4.704610 -2.859117 -3.116184 0.120 -0.003 -0.012 0.109
H 0.262294 1.988180 4.238234 -0.007 -0.002 0.005 0.093
H 6.583699 1.687787 -5.954234 -0.039 0.023 -0.015 0.107
H 5.826706 4.723600 -3.321025 -0.038 -0.016 -0.048 0.051
H -4.274827 0.403251 -3.252500 -0.200 -0.001 -0.474 0.047
H 4.228966 3.070669 -0.673661 0.017 0.073 -0.031 0.068
H 4.356715 1.674446 -7.229432 0.017 0.072 0.003 0.069
H 2.648295 -1.732424 -2.284447 0.022 -0.129 0.136 0.103
H 1.359257 3.055616 7.111027 0.039 -0.016 -0.059 0.085
H 5.341769 3.691437 -6.844163 -0.032 -0.066 0.002 0.069
H 0.560184 -0.516366 -0.716480 -0.243 -0.010 -0.064 0.107
H 4.984490 4.847190 -1.795643 -0.007 -0.075 0.023 0.066
H -2.913914 -2.459929 -0.448864 -0.117 0.043 -0.038 0.084
H -1.234745 -2.062002 -3.449440 -0.045 0.054 0.069 0.044
H 5.757156 0.584804 -4.860337 -0.120 0.041 0.065 0.108
H -0.678642 -1.674400 7.467174 -0.048 0.089 -0.013 0.124
H 0.003008 2.506532 8.092642 -0.074 -0.031 -0.049 0.076
H -1.170301 -2.938005 1.257109 -0.135 -0.029 0.058 0.104
H 4.073604 4.979989 -3.303333 -0.017 -0.030 -0.033 0.076
H 2.867281 2.166068 -6.391347 -0.010 0.015 0.048 0.079
H -7.204758 0.511225 -2.468902 -0.041 0.068 0.066 0.103
H 2.308722 0.657092 7.047258 0.005 0.043 -0.018 0.125
H 6.505144 2.630806 -1.762587 -0.040 0.025 0.005 0.108
H 3.555395 1.618443 -1.441323 -0.048 0.000 -0.156 0.058
H 0.709860 -3.395961 -3.038608 0.166 -0.118 0.016 0.092
H 3.652446 0.643349 -5.966330 -0.048 0.057 0.130 0.061
H -3.994694 -3.487405 1.029426 -0.034 -0.124 0.040 0.097
H 1.549494 -0.489258 -2.730448 0.261 0.062 -0.021 0.090
H 0.332851 -3.508491 -0.386959 0.009 -0.183 -0.352 0.108
H -6.730171 -2.920189 0.522704 -0.097 0.120 -0.003 0.103
H -2.102581 -0.975106 -0.872115 -0.008 -0.018 -0.081 0.116
H 1.781321 2.387237 5.025312 -0.005 0.013 0.090 0.085
H -0.492711 -2.121051 -5.036404 -0.025 -0.053 -0.030 0.061
H -3.560593 -1.722775 2.812537 0.052 -0.260 -0.006 0.084
H -6.146629 -1.295245 -3.887120 -0.039 -0.013 -0.051 0.105
H -5.300583 -3.282012 2.181754 0.000 -0.100 0.027 0.103
H 5.723953 4.357123 -5.273165 -0.039 -0.009 0.029 0.047
H -1.366219 0.092820 3.608067 -0.009 0.039 0.052 0.089
H -3.288057 -0.295993 5.329180 0.014 0.011 -0.006 0.092
H 2.773352 3.183191 -1.690355 -0.004 -0.002 -0.048 0.081
H 7.672514 1.503888 -3.690548 0.026 0.031 -0.004 0.098
H -1.187017 -1.646701 3.758994 -0.093 -0.046 0.149 0.079
H 5.719069 1.153047 -2.305717 -0.112 0.006 -0.078 0.108
H 1.728571 -1.788120 7.196354 0.020 -0.005 -0.014 0.111
H -4.225551 -1.593870 -2.006400 0.065 -0.062 0.070 0.085
H 1.506555 0.757348 4.474944 -0.049 -0.013 -0.004 0.066
H -2.575557 -0.091238 1.435649 -0.091 0.121 0.102 0.098
H -0.276635 -0.699936 -4.027678 0.053 0.061 -0.027 0.076
H -2.923277 -1.072925 6.872934 0.026 0.078 -0.005 0.077
H -5.908782 -1.459678 0.079306 0.080 0.065 -0.008 0.084
H 7.214895 3.150585 -4.068705 -0.045 0.017 -0.005 0.091
H -6.112527 0.089611 -1.174661 -0.130 -0.092 0.082 0.084
H -6.261894 -3.813203 -1.483534 -0.086 0.005 -0.005 0.103
H 4.053704 4.388994 -5.849769 -0.023 -0.009 0.041 0.077
```
Positions in Å, forces in eV/Å.

---

2.
Here is a structure of composition C34H6F25GeN2S3SeV at a distorted geometry from the Open Molecules 2025 dataset. Energies are from ωB97M-V with the def2-TZVPD basis set.

The energy above the lowest of the compared OMol25 structures with the same formula, charge and spin comes out at 22.08 kJ/mol. The calculation puts the HOMO energy (alpha / beta) at -0.313 / -0.324 Eh. The spin multiplicity is 3. The calculated total energy comes out at -10522.3177 Eh. As for the orbital gap (alpha / beta): 0.2744 / 0.3093 hartree. The LUMO energy (alpha / beta) is -1.051 / -0.400 eV.

The geometry in XYZ format:
```
73
Properties=species:S:1:pos:R:3:forces:R:3:lowdin_charge:R:1
Se 1.067638 3.221646 -1.420177 0.628 0.870 -0.682 0.800
Ge 0.081875 -2.123774 -0.375064 -0.231 -0.917 0.371 0.765
V 0.171819 1.577971 0.032994 -0.066 -0.201 -0.212 -0.137
S 0.449968 1.062125 2.217350 -0.409 -0.147 0.756 0.722
S -2.004856 2.411920 -0.256390 -0.615 0.162 0.530 0.688
S 0.102538 -0.206631 -1.415816 0.183 -0.262 -0.188 0.332
F 0.998607 -4.150790 4.528897 0.009 -0.020 0.028 0.132
F -1.200613 8.436945 0.619896 -0.014 0.072 0.038 0.140
F -1.739333 -4.735042 -0.905755 -0.177 -0.195 0.047 0.109
F 2.715115 1.503564 0.360489 0.145 -0.295 -0.018 -0.017
F 4.519338 -1.878085 2.389917 -0.003 -0.043 -0.024 0.131
F 3.559252 -3.260008 4.521671 0.029 0.007 0.041 0.146
F 4.072229 2.460222 5.514577 0.024 -0.013 0.038 0.132
F -1.167835 -2.758542 -3.001782 -0.046 -0.069 -0.242 0.067
F -0.604367 -3.683741 2.429512 0.032 -0.092 0.192 0.108
F -4.189882 -5.346489 0.075175 -0.026 -0.031 -0.022 0.132
F 3.398426 -5.662794 -2.665607 0.034 -0.010 -0.037 0.132
F -1.161041 7.943472 -2.039704 -0.048 0.007 -0.051 0.129
F 5.275565 2.108855 0.980078 0.048 0.013 0.013 0.136
F 2.895082 -1.472206 0.231048 0.292 0.177 0.030 0.086
F -5.498113 -3.577440 1.645735 -0.038 -0.004 0.023 0.142
F -4.365892 -1.182040 2.255983 0.003 -0.013 -0.015 0.132
F 0.631972 4.191875 1.423223 0.010 0.052 0.276 0.053
F -0.349456 -4.246857 -5.135949 -0.016 -0.021 -0.032 0.128
F 1.951893 -5.678032 -4.958442 -0.002 -0.050 -0.062 0.142
F -1.900568 -0.591191 1.279486 -0.147 0.093 0.211 0.017
F 2.601018 -4.155207 -0.578804 0.171 -0.189 -0.101 0.107
F -0.304469 6.549799 2.367414 -0.011 0.013 0.039 0.137
F 5.973462 2.555108 3.582191 0.080 0.049 0.005 0.139
F 1.529698 1.822179 4.894228 0.063 -0.046 0.089 0.099
F -0.282742 5.546129 -2.968577 -0.018 0.168 -0.116 0.067
N -3.196969 1.081338 -2.327513 0.162 0.252 -0.031 -0.101
N -1.825976 2.600381 -2.991131 -0.187 -0.064 -0.068 0.089
C 0.368588 -4.221133 -4.014014 -0.036 0.097 0.002 -0.136
C -0.277840 6.316442 1.058830 -0.032 0.037 -0.059 -0.136
C -2.356221 2.030172 -4.121999 -0.051 -0.020 -0.068 -0.036
C 0.652350 -3.223748 2.387675 0.031 0.146 -0.158 -0.198
C 2.284928 -4.939550 -2.756338 0.006 0.049 0.036 -0.136
C 3.746127 2.196763 4.251393 0.035 -0.002 -0.003 -0.137
C -3.945656 0.175223 -1.481990 -0.088 -0.268 0.105 -0.004
C 1.467776 -3.478822 3.479692 -0.085 -0.001 -0.017 -0.133
C -1.775480 -2.634013 0.147426 0.236 0.226 -0.110 -0.138
C 1.543616 -4.952748 -3.925764 -0.026 -0.004 0.129 -0.129
C -2.470333 -1.763287 0.966625 0.103 -0.167 -0.230 -0.260
C 0.698207 -3.412954 -1.750910 -0.012 0.321 0.023 -0.136
C 3.265025 -2.329812 2.384174 0.084 0.140 0.001 -0.135
C -4.297350 -3.271932 1.169854 0.031 0.012 -0.021 -0.127
C 0.259682 4.837820 -0.795308 -0.134 0.182 0.186 -0.472
C 2.774832 -3.025225 3.479108 -0.079 0.006 -0.070 -0.125
C -0.027582 -3.464750 -2.929616 0.148 -0.030 0.244 -0.248
C 1.110626 -2.526466 1.284838 -0.037 0.377 -0.374 -0.120
C -0.237131 5.808452 -1.651709 0.142 -0.350 0.146 -0.243
C 1.859758 -4.162004 -1.691731 -0.287 0.116 0.013 -0.202
C 2.443051 1.866119 3.925513 -0.132 -0.074 -0.214 -0.233
C -0.732294 7.279143 0.171049 0.040 -0.134 -0.045 -0.133
C -0.711885 7.021702 -1.189519 -0.047 0.040 -0.035 -0.141
C -3.217706 1.078923 -3.705468 0.042 -0.078 -0.127 -0.027
C -2.325722 2.011965 -1.894168 -0.078 -0.105 -0.173 -0.708
C 2.428286 -2.105002 1.312319 -0.272 -0.005 0.024 -0.264
C 4.719329 2.257668 3.265784 -0.213 -0.005 -0.012 -0.134
C 3.057226 1.706324 1.647544 -0.208 -0.083 0.309 -0.231
C 4.365025 2.025761 1.947146 0.027 -0.022 -0.095 -0.138
C -2.379254 -3.844173 -0.140032 0.108 0.269 0.010 -0.217
C 0.200550 5.121221 0.563055 0.147 -0.147 -0.333 -0.257
C 2.065853 1.582277 2.614543 0.585 0.163 -0.050 -0.489
C -3.628230 -4.173516 0.358410 0.053 -0.055 -0.048 -0.135
C -3.718899 -2.051691 1.480316 -0.019 0.036 0.006 -0.142
H -3.477741 -0.810095 -1.489870 0.064 0.042 0.023 0.094
H -2.084038 2.349744 -5.110814 0.020 -0.014 0.004 0.128
H -1.114168 3.318637 -2.972977 0.094 -0.045 0.161 0.088
H -3.949452 0.570519 -0.470000 0.003 -0.024 0.007 0.067
H -4.966727 0.084479 -1.847259 0.016 0.098 -0.032 0.105
H -3.820527 0.386895 -4.264974 -0.039 0.022 0.018 0.133
```
Positions in Å, forces in eV/Å.